Computed, not measured: a single C7H13NO3 molecule at a distorted geometry, with ωB97M-V with the def2-TZVPD basis set.

Each line ends with the natural charge from an NBO analysis.
Positions of all 24 atoms, in Å:
C: 0.25020 1.35142 1.36729  0.92
C: 0.85686 0.78524 -0.85257  0.34
C: -0.55293 -0.57200 0.06596  0.45
C: 2.22311 0.04404 -0.76141  -0.67
C: 0.37279 1.22916 -2.18992  -0.68
C: -1.97141 -0.81801 -0.42007  -0.71
C: -0.68858 -0.63765 2.56087  -0.42
N: -0.45243 0.09029 1.33989  -0.54
O: 0.36149 2.03608 2.33222  -0.60
O: 0.72345 1.70420 0.19300  -0.52
O: 0.20776 -1.70982 -0.04640  -0.71
H: 2.95346 0.71655 -1.23216  0.23
H: 2.18905 -0.85639 -1.43083  0.22
H: 2.29024 -0.23990 0.36791  0.24
H: 0.71274 0.47196 -2.82940  0.22
H: 0.75122 2.17085 -2.61975  0.23
H: -0.73369 1.35484 -2.30180  0.22
H: -2.67535 -0.29151 0.22980  0.24
H: -2.29204 -1.82377 -0.32379  0.22
H: -2.33075 -0.50856 -1.47642  0.23
H: -0.45523 0.08026 3.43714  0.24
H: -1.70379 -1.00081 2.56836  0.20
H: 0.06715 -1.38278 2.76109  0.20
H: -0.10332 -2.19367 -0.73903  0.47

Computed properties:
HOMO-LUMO gap ... 8.885 eV

***

Computed, not measured: a molecular structure, C30H39Cl2HgN8OSi, with ωB97M-V with the def2-TZVPD basis set.

Each line ends with the Löwdin spin population.
Positions of all 82 atoms, in Å:
Hg: -1.16311 -2.63519 -0.47572  0.00
C: 0.51251 -1.06079 5.12630  0.00
N: -0.20355 -1.85200 4.12065  0.00
C: 0.24357 -2.32401 2.96148  0.00
N: -0.73851 -2.91572 2.29805  0.00
C: -1.79716 -2.75151 3.13336  0.00
N: -1.51768 -2.11885 4.25028  0.00
C: 0.46208 0.41311 4.82387  0.01
C: -0.44399 1.21184 5.50967  0.11
C: -0.47239 2.59104 5.25056  0.01
C: 0.34089 3.14384 4.29432  0.06
C: 1.21243 2.32441 3.52752  0.06
C: 1.28098 0.94976 3.84306  0.09
C: 1.90461 2.87536 2.42530  0.12
N: 1.98631 4.14696 2.05867  0.00
N: 2.61556 4.19225 0.87985  -0.01
C: 2.91417 2.95624 0.52846  0.12
O: 2.49465 2.05269 1.48329  0.11
C: 3.49764 2.50946 -0.68584  0.05
C: 3.88074 3.45135 -1.66976  0.06
C: 4.37039 3.02651 -2.88111  0.01
C: 4.49000 1.66216 -3.16842  0.09
C: 4.13357 0.72910 -2.20237  0.01
C: 4.28006 -0.73663 -2.54157  0.00
N: 3.38308 -1.58013 -1.76321  0.00
C: 2.05534 -1.62401 -1.82571  0.00
N: 1.57783 -2.37954 -0.85076  0.00
C: 2.70565 -2.78167 -0.20650  0.00
N: 3.81894 -2.30776 -0.71528  0.00
C: 3.65170 1.13790 -0.96897  0.07
H: 1.53758 -1.42905 5.15844  0.00
H: 0.03150 -1.26986 6.07815  0.00
H: 1.26869 -2.23159 2.63975  0.00
H: -2.78923 -3.11289 2.91446  0.00
H: -1.12117 0.77009 6.23021  0.01
H: -1.15960 3.22397 5.79866  0.00
H: 0.32020 4.20535 4.08756  0.00
H: 1.97290 0.31663 3.29721  0.01
H: 3.76802 4.50396 -1.44920  0.00
H: 4.65214 3.75635 -3.63015  0.00
H: 4.85122 1.33506 -4.13684  0.01
H: 5.28461 -1.10442 -2.33893  0.00
H: 4.06601 -0.88935 -3.59952  0.00
H: 1.48107 -1.09781 -2.57236  0.00
H: 2.69969 -3.42822 0.65607  0.00
H: 3.37452 0.41186 -0.21396  0.01
Cl: -0.84996 -4.32083 -3.56597  0.00
C: -2.23202 -5.40827 -3.37319  0.00
Cl: -2.78590 -5.50004 -1.69378  0.00
H: -1.92745 -6.39973 -3.68271  0.00
H: -3.04794 -5.03080 -3.97694  0.00
C: -3.92314 -0.55458 0.19673  0.00
Si: -2.39131 -0.40422 -0.86134  0.00
C: -1.28362 0.92018 -0.09537  0.00
C: -0.02987 1.23511 -0.91697  0.00
C: -0.81430 0.41607 1.27611  0.00
C: -2.10088 2.20684 0.10526  0.00
C: -2.87388 -0.32337 -2.68479  0.00
C: -3.71034 -1.57268 -3.00576  0.00
C: -1.65240 -0.32064 -3.61373  0.00
C: -3.71749 0.93270 -2.94233  0.00
H: -4.65214 0.21222 -0.07600  0.00
H: -3.67261 -0.42691 1.25080  0.00
H: -4.40028 -1.53025 0.09212  0.00
H: 0.57812 0.34337 -1.07379  0.00
H: 0.58540 1.96450 -0.38296  0.00
H: -0.26650 1.66567 -1.89166  0.00
H: -0.14747 -0.44239 1.17284  0.00
H: -1.63717 0.12254 1.93460  0.00
H: -0.26329 1.21220 1.77935  0.00
H: -2.43325 2.64209 -0.83878  0.00
H: -1.46940 2.94484 0.60899  0.00
H: -2.98234 2.04211 0.72909  0.00
H: -3.11731 -2.48425 -2.89289  0.00
H: -4.06360 -1.52202 -4.04058  0.00
H: -4.58645 -1.66080 -2.35930  0.00
H: -1.03182 -1.20792 -3.45344  0.00
H: -1.02530 0.55873 -3.47279  0.00
H: -1.98318 -0.32729 -4.65714  0.00
H: -4.62212 0.95545 -2.33155  0.00
H: -4.02488 0.94712 -3.99247  0.00
H: -3.15835 1.84902 -2.74867  0.00

Computed properties:
HOMO-LUMO gap (spin up / spin down) ... 2.259 / 5.520 eV
⟨S²⟩ ... 0.8056
Multiplicity ... 2

***

Computed, not measured: a molecular structure, C6H18Cl3O6Zn at a distorted geometry, with ωB97M-V with the def2-TZVPD basis set.

Each line ends with the natural charge from an NBO analysis.
Positions of all 34 atoms, in Å:
Zn: -0.83052 -1.27852 -1.32898  1.61
Cl: 0.80688 -3.13458 -1.69667  -0.88
Cl: -2.71945 -2.36632 -0.23808  -0.88
Cl: -1.68191 -1.08085 -3.71249  -0.88
C: 2.70005 1.16766 -1.08789  -0.08
C: 2.25371 0.09467 -2.06105  -0.09
O: 0.85137 0.02014 -2.15377  -0.73
O: 4.05705 0.94590 -0.73422  -0.72
H: 2.07157 1.08517 -0.19661  0.16
H: 2.57946 2.16953 -1.51794  0.14
H: 2.61022 -0.86534 -1.67675  0.23
H: 2.70582 0.19466 -3.05362  0.17
H: 0.51042 0.79866 -2.60896  0.48
H: 4.28744 1.56664 -0.03926  0.46
C: 0.60402 -1.61378 1.65813  -0.09
C: -0.46115 -2.31673 2.47472  -0.10
O: -1.38521 -1.37967 3.02792  -0.76
O: -0.03200 -0.90646 0.59096  -0.81
H: 1.27845 -2.34148 1.20579  0.22
H: 1.17729 -0.90184 2.25587  0.15
H: -0.01392 -2.81464 3.34006  0.16
H: -0.97916 -3.02326 1.82522  0.22
H: -2.17045 -1.36106 2.46786  0.49
H: -0.11033 0.00975 0.90467  0.51
C: -1.74862 2.28422 0.67437  -0.08
C: -2.46499 1.12911 -0.00390  -0.11
O: -1.73572 0.58327 -1.10214  -0.76
O: -0.58302 1.85844 1.33230  -0.74
H: -2.46101 2.78345 1.34581  0.17
H: -1.51223 3.08022 -0.05020  0.15
H: -3.47093 1.42005 -0.31394  0.19
H: -2.60678 0.31460 0.70969  0.23
H: -1.58796 1.32574 -1.70051  0.49
H: 0.06161 2.55264 1.46362  0.48

Computed properties:
HOMO-LUMO gap ... 6.844 eV
Total charge ... -1

***

Computed, not measured: a molecular structure, H28O22SV2 at a distorted geometry, with ωB97M-V with the def2-TZVPD basis set.

Each line ends with the Mulliken charge.
Positions of all 53 atoms, in Å:
O: -2.46048 2.78037 3.98898  -0.62
V: -1.69852 1.61378 4.82921  1.69
O: -0.50949 2.21035 5.61656  -0.58
O: -4.45954 1.02241 -5.60154  -0.54
V: -3.72264 2.32969 -5.12478  1.81
O: -3.90310 3.45903 -6.23963  -0.56
S: 0.22829 0.08429 -0.39581  1.25
O: 0.87976 1.34940 -0.06602  -0.59
O: 1.10239 -0.90897 -1.04619  -0.61
O: -0.18702 -0.50983 0.90599  -0.63
O: -0.94097 0.35086 -1.21418  -0.65
O: 2.19411 5.79975 2.38691  -0.64
H: 2.07675 4.91262 2.04712  0.32
H: 3.07822 6.04592 2.11491  0.31
O: 2.93552 -3.07894 3.37785  -0.65
H: 2.13328 -2.77904 2.95041  0.32
H: 3.50354 -2.30859 3.38970  0.33
O: -0.39718 -2.50074 6.95858  -0.62
H: -0.56328 -3.35612 6.56240  0.31
H: -0.44793 -2.65894 7.90125  0.32
O: 0.60442 1.33781 -5.93947  -0.63
H: 1.20323 1.21379 -5.20307  0.33
H: 1.15924 1.26037 -6.71562  0.31
O: 6.40793 -1.03357 -2.39871  -0.64
H: 6.46543 -1.87611 -2.84932  0.32
H: 5.48601 -0.95498 -2.15350  0.33
O: -0.80963 -4.20074 -4.70474  -0.65
H: -0.39752 -5.03619 -4.48468  0.32
H: -0.32632 -3.55245 -4.19254  0.33
O: -5.07529 -1.85252 4.28054  -0.64
H: -5.85990 -2.02378 4.80140  0.32
H: -5.26649 -2.23704 3.42507  0.33
O: 4.92814 1.13563 2.80559  -0.62
H: 5.19640 1.77213 3.46827  0.31
H: 4.18318 1.54597 2.36639  0.31
O: -1.34140 5.71392 -2.63891  -0.63
H: -1.44888 6.63500 -2.87618  0.32
H: -0.70868 5.72336 -1.92071  0.32
O: 3.24254 -5.82176 -1.34517  -0.64
H: 3.98886 -6.05459 -0.79288  0.32
H: 2.98445 -4.95027 -1.04496  0.33
O: -6.09008 3.97458 -1.55256  -0.63
H: -7.00519 4.25355 -1.52134  0.31
H: -5.72568 4.25242 -0.71218  0.32
O: 4.17791 4.10730 -2.45974  -0.63
H: 3.54152 3.66141 -1.90079  0.32
H: 4.77989 4.53061 -1.84764  0.31
O: -1.31246 -5.74921 2.51937  -0.62
H: -1.12418 -4.81146 2.48173  0.31
H: -1.44609 -5.93000 3.44979  0.31
O: -4.79625 -2.99720 -1.13846  -0.65
H: -4.19841 -2.28852 -0.90061  0.33
H: -4.25833 -3.60472 -1.64622  0.32

Computed properties:
HOMO-LUMO gap ... 1.904 eV

***

| no. | M (g mol⁻¹) |
| --- | --- |
| 1 | 159.2 |
| 2 | 827.3 |
| 3 | 358.0 |
| 4 | 514.2 |